Formula: C5H33NO11
Source: the Open Molecules 2025 dataset
Level of theory: ωB97M-V/def2-TZVPD

The geometry in XYZ format:
```
50
Properties=species:S:1:pos:R:3
C -0.324 -3.513 -0.007
N -0.746 -2.243 -0.561
C -1.997 -2.320 -1.294
C -1.616 -0.828 1.294
C -0.534 -1.013 0.222
C -0.433 0.180 -0.778
O -0.244 1.350 0.055
H -0.052 -4.091 -0.904
H -0.976 -4.081 0.684
H 0.648 -3.381 0.478
H -2.889 -2.510 -0.656
H -2.143 -1.367 -1.796
H -1.979 -3.116 -2.038
H -1.950 0.217 1.255
H -1.154 -0.965 2.267
H -2.448 -1.532 1.192
H 0.411 -0.962 0.814
H -1.335 0.381 -1.341
H 0.519 0.119 -1.311
H 0.619 1.739 -0.187
H -1.552 3.634 2.988
H -1.275 1.950 2.719
O -1.546 2.829 2.445
H 1.739 2.030 -3.198
H 0.277 1.945 -3.498
O 1.073 2.411 -3.780
H -2.026 2.517 -1.013
H -2.158 3.926 -1.268
O -2.595 3.102 -1.541
H -1.426 2.316 -4.187
H -2.509 2.103 -3.149
O -2.013 1.653 -3.851
H 3.275 -0.168 -2.188
H 2.748 0.205 -0.868
O 2.757 0.532 -1.776
H 1.074 0.347 2.403
H 2.238 -0.697 2.563
O 1.278 -0.586 2.584
H 2.211 -2.099 -0.856
H 1.685 -1.952 -2.203
O 2.451 -2.357 -1.775
H 0.443 2.649 1.756
H 1.202 2.972 3.187
O 1.168 2.450 2.378
H 2.983 1.645 1.295
H 4.089 1.283 0.321
O 3.756 1.051 1.186
H 0.189 -1.995 3.666
H -0.852 -3.090 3.975
O -0.063 -2.669 4.297
```

Results
- 2S+1 = 1
- total charge = 0
- structure (SMILES) = C[C@H](CO)N(C)C.O.O.O.O.O.O.O.O.O.O
- strongest force on any atom (eV Å⁻¹) = 2.1
- DFT total energy (hartree) = -1092.6350
- highest occupied orbital energy (eV) = -8.5
- Kohn-Sham gap (Eh) = 0.3031
- ΔE to the lowest compared entry with this formula, charge and spin (eV) = 3.316
- molecular weight (g mol⁻¹) = 283.3

---

Formula: C31H62P2PtSi2
Source: the Open Molecules 2025 dataset
Level of theory: ωB97M-V/def2-TZVPD

The geometry in XYZ format:
```
98
Properties=species:S:1:pos:R:3
Pt 0.006 -0.260 -2.460
C 0.012 -2.879 1.358
C 1.339 -3.263 1.035
C 1.446 -1.532 2.541
C 0.092 -1.813 2.283
C 2.229 -2.419 1.763
C -1.221 -3.601 1.010
H -1.187 -4.097 0.031
H -2.076 -2.916 0.985
H -1.416 -4.383 1.757
C -1.020 -1.260 3.070
H -2.000 -1.495 2.652
H -0.924 -0.168 3.084
H -1.025 -1.611 4.116
C 1.898 -0.734 3.677
H 1.883 -1.349 4.578
H 1.209 0.084 3.844
H 2.902 -0.351 3.541
C 3.664 -2.698 2.032
H 3.749 -3.327 2.949
H 4.217 -1.760 2.240
H 4.163 -3.240 1.207
C 1.735 -4.559 0.406
H 1.784 -5.328 1.197
H 2.724 -4.513 -0.080
H 0.984 -4.891 -0.332
C -1.473 0.185 -4.042
C -1.777 -1.288 -4.042
C -0.773 -2.115 -4.844
C 0.698 -1.724 -4.829
C 1.326 -1.049 -3.708
C 1.509 0.356 -3.718
C 0.810 1.166 -4.843
C -0.662 0.864 -5.118
H -1.034 -2.160 -5.929
H 1.005 -1.165 -5.711
H -0.825 -3.120 -4.436
H -0.778 0.219 -5.991
H -2.369 0.809 -3.779
H -2.809 -1.604 -4.397
H -1.172 1.824 -5.340
H 0.943 2.243 -4.674
H 2.290 0.906 -3.181
H 1.408 0.890 -5.712
H 1.318 -2.637 -4.854
H 2.141 -1.558 -3.226
P -1.897 -1.497 -2.118
P 2.091 0.932 -0.413
C -0.043 1.746 -1.847
C 1.215 2.521 -1.363
H -1.013 2.250 -1.734
H 0.132 1.608 -2.909
H 1.937 2.839 -2.094
H 1.100 3.320 -0.641
C 3.296 1.873 0.469
H 3.606 1.291 1.381
H 2.836 2.821 0.850
H 4.189 2.122 -0.159
C 3.117 -0.401 -1.198
H 3.634 -0.144 -2.126
H 2.406 -1.190 -1.437
H 3.813 -0.908 -0.522
C -3.316 -0.511 -1.718
H -3.708 -1.117 -0.877
H -4.101 -0.443 -2.461
H -3.087 0.506 -1.380
C -0.450 -2.618 -1.848
H -0.102 -2.660 -0.823
H 0.384 -2.968 -2.427
H -1.184 -3.425 -1.959
C -3.107 3.106 0.373
Si -2.590 1.856 1.683
C -3.353 2.469 3.300
C -3.430 0.175 1.431
C -0.750 1.847 1.653
Si 0.068 2.557 3.117
C -0.510 1.835 4.777
C 1.946 2.593 3.262
C -0.401 4.390 3.072
H -4.177 3.324 0.504
H -2.940 2.758 -0.654
H -2.546 4.042 0.511
H -4.401 2.696 3.055
H -3.339 1.700 4.085
H -2.902 3.381 3.705
H -4.288 0.290 0.754
H -2.764 -0.583 0.995
H -3.820 -0.228 2.379
H -0.252 1.842 0.655
H 0.357 1.476 5.351
H -0.949 2.680 5.331
H -1.257 1.033 4.755
H 2.366 3.401 2.650
H 2.194 2.813 4.312
H 2.456 1.663 2.994
H -0.243 4.779 2.055
H -1.444 4.575 3.357
H 0.272 4.904 3.778
```

Results
- 2S+1 = 5
- total charge = +2
- strongest force on any atom (eV Å⁻¹) = 5.4
- DFT total energy (hartree) = -2598.4231
- highest occupied orbital energy (spin up / spin down) (eV) = -12.7 / -13.0
- <S²> = 6.088
- Kohn-Sham gap (spin up / spin down) (Eh) = 0.2327 / 0.1836
- ΔE to the lowest compared entry with this formula, charge and spin (eV) = 9.984
- molecular weight (g mol⁻¹) = 748.0

---

Formula: C5H15N3
Source: the Open Molecules 2025 dataset
Level of theory: ωB97M-V/def2-TZVPD

The geometry in XYZ format:
```
23
Properties=species:S:1:pos:R:3
C 0.325 -1.269 -0.391
N 0.854 -1.352 1.066
C 2.077 -2.088 1.289
C -0.944 -0.355 -0.307
C -2.218 -0.629 -0.983
N -0.502 0.959 -1.033
C -0.459 2.224 -0.328
N 0.644 2.576 0.607
H 0.128 -2.348 -0.740
H 1.156 -0.872 -1.007
H 0.886 -0.339 1.399
H 2.992 -1.464 1.253
H 2.054 -2.589 2.291
H 2.208 -2.928 0.542
H -1.015 -0.375 0.700
H -2.346 -0.087 -2.005
H -3.012 -0.336 -0.336
H -2.364 -1.764 -1.202
H -0.725 0.805 -1.986
H -0.307 3.074 -1.000
H -1.299 2.413 0.326
H 0.550 2.002 1.408
H 1.435 2.231 0.202
```

Results
- 2S+1 = 1
- total charge = 0
- structure (SMILES) = CNC[C@H](C)NCN
- strongest force on any atom (eV Å⁻¹) = 6.3
- DFT total energy (hartree) = -363.6681
- highest occupied orbital energy (eV) = -8.4
- Kohn-Sham gap (Eh) = 0.3500
- ΔE to the lowest compared entry with this formula, charge and spin (eV) = 3.239
- molecular weight (g mol⁻¹) = 117.2